30
Properties=species:S:1:pos:R:3 method="wB97M-V/def2-TZVPD" charge=-1 e_tot_ha=-787.535623 smiles=CCP(C)[N-]CCCCOC homo_energy_ha=-0.0915 lumo_energy_ev=3.449 orbital_gap_ha=0.2183
C -1.190 -0.019 2.700
C -1.997 -1.190 2.135
P -2.508 -0.884 0.364
C -3.696 0.541 0.613
N -1.191 -0.172 -0.319
C -0.854 -0.732 -1.613
C 0.539 -0.240 -2.020
C 1.542 -0.596 -0.947
C 2.977 -0.306 -1.387
O 3.211 1.081 -1.570
C 3.354 1.807 -0.368
H -0.305 0.126 2.094
H -0.844 -0.218 3.714
H -1.753 0.906 2.683
H -2.884 -1.325 2.751
H -1.354 -2.058 2.170
H -3.201 1.295 1.223
H -3.838 0.983 -0.363
H -4.627 0.230 1.076
H -1.572 -0.425 -2.391
H -0.846 -1.834 -1.630
H 0.461 0.840 -2.059
H 0.849 -0.658 -2.976
H 1.439 -1.648 -0.688
H 1.350 -0.017 -0.055
H 3.668 -0.735 -0.657
H 3.119 -0.763 -2.359
H 3.083 1.224 0.505
H 4.388 2.129 -0.245
H 2.680 2.656 -0.382